ORCA calculation (ωB97M-V/def2-TZVPD) on a molecular structure, C44H76N8O11.

Summary:
E_HOMO, Ha: -0.270
Charge: 0
Largest force on an atom, eV/A: 13.33
E_tot, Eh: -2986.230107

Geometry as XYZ:
```
139
Properties=species:S:1:pos:R:3:mulliken_charge:R:1
C -0.34 19.90 16.84 -1.759
C -1.76 19.92 17.36 1.656
C -1.81 19.87 18.92 -0.726
O -1.30 18.71 19.46 -0.484
C -1.95 17.43 19.20 0.442
N -2.26 21.27 17.08 -0.750
H 0.15 20.81 17.16 0.427
H -0.27 19.78 15.75 0.385
H 0.31 19.15 17.29 0.298
H -2.42 19.15 16.95 -1.123
H -2.84 19.93 19.25 0.165
H -1.18 20.67 19.33 0.543
H -1.30 16.64 19.55 0.087
H -2.07 17.20 18.14 0.319
H -2.97 17.32 19.58 -1.925
H -2.00 22.04 17.68 0.298
H -3.26 21.15 17.20 0.278
C -6.48 14.93 19.21 -1.730
C -5.20 14.06 19.24 3.047
C -3.96 14.68 19.95 1.113
O -3.28 15.80 19.33 1.665
C -2.57 15.40 18.11 -0.189
N -5.61 12.87 19.90 0.204
H -7.00 15.00 20.16 -0.437
H -7.17 14.50 18.49 0.483
H -6.41 15.97 18.90 -1.364
H -4.92 13.76 18.23 -0.693
H -3.27 13.86 20.15 0.127
H -4.36 15.04 20.90 -0.987
H -1.84 14.60 18.23 -1.370
H -1.99 16.28 17.81 0.674
H -3.41 15.19 17.45 -0.097
H -6.54 12.59 19.62 -0.026
H -5.69 13.25 20.83 0.454
C -8.99 18.91 18.59 -1.003
C -7.67 19.24 19.21 -0.092
C -6.73 18.10 19.02 2.779
O -5.62 18.37 19.85 -0.505
C -4.54 17.49 19.78 0.343
N -7.30 20.52 18.65 -0.837
H -9.29 17.93 18.97 -0.560
H -8.94 18.86 17.50 0.446
H -9.75 19.64 18.85 0.457
H -7.65 19.38 20.29 0.551
H -6.49 18.01 17.96 -1.711
H -7.20 17.16 19.28 0.156
H -4.03 17.51 18.82 -0.213
H -4.87 16.46 19.94 0.766
H -3.79 17.70 20.54 0.054
H -7.64 21.11 19.39 0.388
H -6.32 20.59 18.88 0.322
C -3.23 10.61 20.51 -2.070
C -3.47 11.48 19.30 2.340
C -2.55 11.05 18.13 -0.624
O -1.26 11.48 18.34 -0.440
C -0.95 12.79 17.94 -0.735
N -4.87 11.37 18.86 -0.767
H -3.90 11.01 21.27 0.277
H -2.23 10.71 20.93 0.674
H -3.49 9.57 20.28 0.490
H -3.26 12.47 19.70 -1.377
H -2.97 11.38 17.18 0.170
H -2.64 9.97 18.09 0.525
H -1.32 13.58 18.60 0.918
H -1.27 13.06 16.94 0.437
H 0.12 13.00 17.86 0.338
H -4.93 11.47 17.86 -0.353
H -5.24 12.28 19.13 -0.616
C -0.97 12.23 21.22 -1.735
C -0.39 13.51 21.82 0.380
C -1.15 14.76 21.27 -0.378
O -0.90 15.90 22.03 -0.325
C -1.32 17.11 21.44 -0.415
N -0.59 13.43 23.23 -0.997
H -1.97 11.93 21.52 -0.168
H -0.32 11.43 21.58 0.673
H -0.94 12.20 20.13 0.533
H 0.66 13.59 21.55 0.508
H -2.24 14.67 21.20 -0.724
H -1.00 14.98 20.21 1.488
H -1.01 17.98 22.02 0.314
H -2.41 17.13 21.43 -0.577
H -0.93 17.33 20.45 0.595
H -0.60 14.42 23.46 0.389
H -1.54 13.11 23.38 0.455
C -3.36 16.20 15.85 -0.450
C -3.93 17.37 16.37 1.197
C -5.30 17.45 16.31 -0.887
C -6.02 16.27 16.21 -0.802
C -5.43 15.04 15.89 0.097
C -4.08 15.04 15.64 -0.565
H -2.29 16.11 15.69 0.534
H -3.31 18.21 16.64 0.315
H -5.81 18.39 16.50 0.950
H -7.08 16.36 16.43 0.343
H -5.96 14.10 15.79 0.118
H -3.53 14.15 15.38 0.248
C -7.31 10.10 13.97 -0.425
C -7.84 10.15 15.27 -1.099
C -7.12 10.95 16.18 -0.200
C -5.92 11.57 15.92 0.738
C -5.42 11.45 14.59 -0.443
C -6.07 10.76 13.58 -1.009
N -5.27 12.52 16.83 -0.378
O -4.15 12.87 16.56 -0.317
O -5.88 12.84 17.86 -0.368
H -7.90 9.57 13.23 0.385
H -8.80 9.75 15.57 0.450
H -7.48 11.08 17.19 0.425
H -4.50 11.93 14.29 0.362
H -5.69 10.74 12.57 0.488
C -6.06 17.03 22.69 -0.442
C -4.84 17.42 23.07 -0.146
C -3.83 16.51 23.34 -0.378
C -4.04 15.13 23.14 0.764
C -5.31 14.75 22.62 -0.752
C -6.35 15.70 22.44 -1.387
N -2.99 14.17 23.46 1.007
O -3.21 13.00 23.16 -0.768
O -1.93 14.51 23.94 -0.637
H -6.81 17.78 22.48 0.402
H -4.63 18.47 23.19 0.320
H -2.85 16.88 23.62 0.550
H -5.49 13.70 22.45 1.142
H -7.30 15.41 22.03 0.571
C -10.48 15.93 16.70 -0.596
C -10.39 16.43 18.03 -0.682
C -9.65 15.78 18.95 -1.130
C -9.11 14.52 18.70 1.061
C -9.23 14.04 17.39 0.276
C -9.93 14.72 16.40 -0.578
N -8.37 13.74 19.73 0.805
O -8.08 12.60 19.53 -0.680
O -8.12 14.29 20.78 -0.610
H -10.82 16.57 15.90 0.435
H -10.93 17.34 18.22 0.629
H -9.63 16.35 19.87 0.820
H -8.74 13.09 17.24 0.340
H -10.02 14.38 15.38 0.408
```